The following is a quantum chemistry calculation of a cluster of 3 separate species, C4H16N2O2 in total, from the Open Molecules 2025 dataset.

Values from the calculation:
Net charge: 0
SMILES: CCNCCN.O.O
Gap between HOMO and LUMO: 9.8 eV
Relative energy (zero: lowest compared OMol25 entry of this formula, charge and spin): 191.6 kJ/mol
E_LUMO: 0.79 eV

Last column: Löwdin charge in e.
CARTESIAN COORDINATES (ANGSTROEM)
C (2.1227, -1.5074, -0.0317)  -0.117
C (1.3521, -0.8950, -1.1861)  -0.245
N (0.0415, -0.2555, -0.7874)  -0.094
C (-0.7346, -1.1759, 0.0673)  -0.230
C (-1.8885, -0.3966, 0.8257)  -0.283
N (-1.8244, 1.0200, 0.6701)  -0.033
H (2.8023, -0.8187, 0.5358)  0.082
H (1.6033, -1.9367, 0.8059)  0.040
H (2.8079, -2.3176, -0.3588)  0.079
H (1.8460, -0.0339, -1.6687)  0.114
H (1.0774, -1.6430, -1.9164)  0.099
H (0.2321, 0.6420, -0.3161)  0.075
H (-1.2544, -1.8735, -0.6281)  0.117
H (-0.3327, -1.7386, 0.9566)  0.099
H (-1.7224, -0.8071, 1.8191)  0.083
H (-2.9394, -0.7961, 0.6164)  0.116
H (-1.6557, 1.5414, -0.2516)  0.091
H (-2.6456, 1.5666, 0.8346)  0.062
O (-0.7393, 2.8330, -2.3108)  -0.075
H (-0.6718, 1.8622, -2.1577)  0.018
H (0.1549, 3.0587, -2.0129)  0.039
O (1.0520, 1.5303, 2.1829)  -0.068
H (0.1338, 1.4988, 2.4884)  0.027
H (1.1826, 0.6425, 1.8236)  0.004